Computed, not measured: a cluster of 6 separate species, C32H39F5IN2O17P in total in a non-equilibrium geometry, with ωB97M-V/def2-TZVPD.

## Properties
- E_HOMO (eV) = -8.5
- SMILES = CCCCCCCCCc1ccc(I)c2nc(P(O)O)cnc12.O=C1OC[C@@H](F)O1.O=C1OC[C@@H](F)O1.O=C1OC[C@@H](F)O1.O=C1OC[C@@H](F)O1.O=C1OC[C@@H](F)O1
- orbital gap (eV) = 7.8
- maximum force (eV/Å) = 3.3

ORCA input file:
```
! RIJCOSX wB97M-V def2-TZVPD def2/J DEFGRID3
* xyz 0 1
C -3.734 3.694 3.573
C -2.948 2.338 3.643
C -2.518 2.000 2.180
C -1.314 0.998 2.160
C -1.866 -0.460 1.956
C -1.556 -0.944 0.479
C -0.749 -2.268 0.547
C 0.779 -2.084 0.253
C 1.412 -3.498 0.075
C 2.062 -3.758 -1.283
C 3.296 -4.360 -1.278
C 3.976 -4.686 -2.497
C 3.375 -4.387 -3.680
I 4.385 -4.924 -5.485
C 2.093 -3.744 -3.771
N 1.591 -3.500 -5.019
C 0.424 -2.905 -4.929
P -0.394 -2.497 -6.583
O -0.692 -0.861 -6.623
O -1.878 -3.246 -6.553
C -0.273 -2.580 -3.716
N 0.210 -2.860 -2.528
C 1.448 -3.445 -2.547
H -4.029 4.048 4.571
H -4.604 3.516 2.924
H -3.033 4.400 3.078
H -2.081 2.438 4.314
H -3.600 1.536 4.032
H -2.305 2.915 1.605
H -3.404 1.527 1.721
H -0.813 1.033 3.142
H -0.564 1.251 1.397
H -2.948 -0.516 2.161
H -1.370 -1.101 2.701
H -2.548 -1.192 0.057
H -1.078 -0.157 -0.116
H -1.105 -3.001 -0.201
H -0.823 -2.783 1.517
H 0.898 -1.436 -0.628
H 1.190 -1.535 1.120
H 0.681 -4.281 0.338
H 2.209 -3.582 0.831
H 3.767 -4.627 -0.330
H 4.948 -5.184 -2.513
H 0.109 -0.364 -6.402
H -2.516 -2.616 -6.167
H -1.249 -2.082 -3.752
O 4.469 -10.795 -7.770
C 3.644 -9.985 -7.517
O 3.903 -8.769 -6.966
C 2.673 -8.042 -6.947
C 1.651 -9.147 -6.981
F 0.529 -8.765 -7.639
O 2.304 -10.152 -7.734
H 2.618 -7.398 -7.826
H 2.595 -7.426 -6.054
H 1.381 -9.543 -6.000
O -2.985 6.407 2.182
C -1.847 6.719 2.322
O -1.409 7.995 2.415
C -0.008 7.942 2.711
C 0.369 6.580 2.190
F 1.372 6.024 2.915
O -0.815 5.830 2.398
H 0.140 8.036 3.785
H 0.529 8.746 2.213
H 0.633 6.558 1.131
O 1.259 -4.391 2.949
C 0.401 -5.185 3.137
O -0.891 -5.027 2.746
C -1.573 -6.250 3.030
C -0.714 -6.845 4.114
F -0.718 -8.199 4.062
O 0.579 -6.377 3.779
H -1.597 -6.871 2.133
H -2.594 -6.063 3.357
H -0.970 -6.519 5.124
O -1.771 7.729 -1.842
C -2.906 7.445 -1.650
O -3.942 8.323 -1.725
C -5.148 7.572 -1.563
C -4.659 6.355 -0.826
F -5.384 5.255 -1.154
O -3.341 6.195 -1.318
H -5.561 7.326 -2.543
H -5.889 8.135 -1.000
H -4.631 6.468 0.259
O 2.201 8.168 4.692
C 3.244 7.670 4.953
O 4.449 8.182 4.596
C 5.453 7.370 5.209
C 4.718 6.074 5.425
F 5.161 5.433 6.534
O 3.387 6.504 5.643
H 5.770 7.829 6.147
H 6.319 7.260 4.560
H 4.746 5.390 4.574
*
```

And the Löwdin charges, in e, turn out to be: number 1, C, carries -0.109; number 2, C, carries -0.254; number 3, C, carries -0.217; number 4, C, carries -0.194; number 5, C, carries -0.189; number 6, C, carries -0.179; number 7, C, carries -0.225; number 8, C, carries -0.181; number 9, C, carries -0.143; number 10, C, carries -0.137; number 11, C, carries -0.019; number 12, C, carries -0.139; number 13, C, carries -0.606; number 14, I, carries 0.898; number 15, C, carries -0.270; number 16, N, carries 0.087; number 17, C, carries -0.379; number 18, P, carries 0.842; number 19, O, carries -0.304; number 20, O, carries -0.293; number 21, C, carries -0.097; number 22, N, carries 0.153; number 23, C, carries -0.148; number 24, H, carries 0.069; number 25, H, carries 0.075; number 26, H, carries 0.037; number 27, H, carries 0.097; number 28, H, carries 0.101; number 29, H, carries 0.101; number 30, H, carries 0.104; number 31, H, carries 0.094; number 32, H, carries 0.096; number 33, H, carries 0.099; number 34, H, carries 0.095; number 35, H, carries 0.100; number 36, H, carries 0.099; number 37, H, carries 0.093; number 38, H, carries 0.083; number 39, H, carries 0.095; number 40, H, carries 0.114; number 41, H, carries 0.111; number 42, H, carries 0.096; number 43, H, carries 0.119; number 44, H, carries 0.093; number 45, H, carries 0.056; number 46, H, carries 0.053; number 47, H, carries 0.115; number 48, O, carries 0.183; number 49, C, carries -0.544; number 50, O, carries 0.060; number 51, C, carries -0.097; number 52, C, carries -0.319; number 53, F, carries 0.075; number 54, O, carries 0.133; number 55, H, carries 0.145; number 56, H, carries 0.085; number 57, H, carries 0.174; number 58, O, carries 0.150; number 59, C, carries -0.536; number 60, O, carries 0.085; number 61, C, carries -0.055; number 62, C, carries -0.301; number 63, F, carries 0.074; number 64, O, carries 0.133; number 65, H, carries 0.124; number 66, H, carries 0.146; number 67, H, carries 0.177; number 68, O, carries 0.178; number 69, C, carries -0.536; number 70, O, carries 0.058; number 71, C, carries -0.052; number 72, C, carries -0.317; number 73, F, carries 0.077; number 74, O, carries 0.140; number 75, H, carries 0.147; number 76, H, carries 0.142; number 77, H, carries 0.175; number 78, O, carries 0.172; number 79, C, carries -0.547; number 80, O, carries 0.074; number 81, C, carries -0.055; number 82, C, carries -0.318; number 83, F, carries 0.073; number 84, O, carries 0.134; number 85, H, carries 0.144; number 86, H, carries 0.141; number 87, H, carries 0.158; number 88, O, carries 0.167; number 89, C, carries -0.534; number 90, O, carries 0.080; number 91, C, carries -0.055; number 92, C, carries -0.315; number 93, F, carries 0.079; number 94, O, carries 0.142; number 95, H, carries 0.147; number 96, H, carries 0.141; number 97, H, carries 0.176